# 1
86
Properties=species:S:1:pos:R:3 method="wB97M-V/def2-TZVPD" e_tot_ev=-103841.8944 e_above_lowest_ev=0.5055 spin_multiplicity=2 homo_energy_ev="-4.8244 / -4.8645" charge=-1 s_squared=0.759
Co 0.812 2.518 0.363
O 2.495 1.018 2.703
C 3.636 1.841 2.729
C 3.692 2.944 1.662
N 3.042 2.639 0.386
C 3.478 1.400 -0.257
C 2.493 1.036 -1.390
O 2.804 0.129 -2.168
O 1.409 1.699 -1.416
C 3.261 3.780 -0.521
C 2.260 4.930 -0.278
O 2.624 6.081 -0.513
O 1.120 4.536 0.116
H 1.686 1.551 2.665
H 4.489 1.168 2.613
H 3.741 2.330 3.707
H 4.754 3.182 1.498
H 3.211 3.849 2.040
H 3.447 0.580 0.460
H 4.494 1.474 -0.663
H 3.087 3.451 -1.545
H 4.284 4.159 -0.442
S -0.005 3.015 2.684
C -1.318 3.435 1.669
C -2.407 4.218 2.090
C -3.397 4.531 1.188
C -3.293 4.077 -0.129
C -2.189 3.326 -0.470
N -1.238 2.991 0.401
H -2.421 4.572 3.111
H -4.244 5.135 1.490
H -4.047 4.310 -0.867
H -2.060 2.957 -1.482
O 0.254 0.345 0.829
P -0.320 -0.986 0.470
C -1.963 -1.040 1.351
C -2.638 -2.362 1.746
C -3.633 -2.906 0.723
C -4.657 -1.842 0.340
C -3.942 -0.619 -0.228
C -2.963 -0.022 0.782
C 0.570 -2.382 1.325
C 0.438 -3.772 0.687
C 1.518 -4.050 -0.359
C 2.905 -3.893 0.255
C 3.074 -2.444 0.702
C 2.015 -2.057 1.732
C -0.344 -1.163 -1.367
C -0.896 0.107 -2.025
C -0.404 0.159 -3.478
C -0.373 -1.242 -4.118
C -1.404 -2.149 -3.450
C -1.011 -2.403 -1.985
H -1.566 -0.600 2.274
H -3.190 -2.170 2.673
H -1.893 -3.127 1.975
H -4.129 -3.789 1.134
H -3.104 -3.229 -0.176
H -5.236 -1.555 1.225
H -5.360 -2.244 -0.395
H -4.666 0.147 -0.516
H -3.411 -0.922 -1.136
H -3.538 0.399 1.613
H -2.408 0.804 0.334
H 0.001 -2.390 2.263
H -0.557 -3.907 0.250
H 0.544 -4.517 1.484
H 1.441 -3.335 -1.181
H 1.376 -5.054 -0.771
H 3.674 -4.155 -0.477
H 3.014 -4.569 1.112
H 3.013 -1.800 -0.176
H 4.063 -2.295 1.145
H 2.081 -0.997 1.969
H 2.222 -2.607 2.659
H 0.736 -1.159 -1.573
H -0.534 0.983 -1.496
H -1.989 0.109 -1.993
H 0.597 0.591 -3.481
H -1.057 0.821 -4.055
H 0.620 -1.685 -3.998
H -0.564 -1.175 -5.192
H -1.488 -3.103 -3.976
H -2.387 -1.671 -3.507
H -0.330 -3.255 -1.953
H -1.900 -2.683 -1.420

---

# 2
17
Properties=species:S:1:pos:R:3 method="wB97M-V/def2-TZVPD" e_tot_ev=-19138.0043 e_above_lowest_ev=1.7260 spin_multiplicity=1 homo_energy_ev=-12.7448 charge=+1
C 2.760 -0.872 0.326
C 3.085 0.324 -0.304
C 1.490 -1.349 0.587
C 2.224 1.292 -0.737
C 0.265 -0.709 0.184
N -1.002 -0.932 0.165
N -2.641 1.012 0.272
S 0.534 1.360 -0.435
H 3.657 -1.412 0.526
H 4.011 0.372 -0.632
H 1.426 -2.358 1.015
H 2.453 2.195 -1.234
H -1.378 -1.823 0.546
H -1.725 -0.168 0.051
H -2.631 1.907 -0.071
H -2.435 1.132 1.251
H -3.556 0.608 0.138

---

# 3
28
Properties=species:S:1:pos:R:3 method="wB97M-V/def2-TZVPD" e_tot_ev=-19402.9291 e_above_lowest_ev=1.3419 spin_multiplicity=1 homo_energy_ev=-18.4402 charge=+2
Ba 0.301 -0.355 -0.260
O 0.604 -2.949 1.209
H 0.822 -2.795 2.107
H 1.118 -3.700 0.941
O -2.328 -0.171 -1.295
H -2.543 0.520 -1.878
H -2.801 -0.984 -1.553
O -1.054 1.856 0.787
H -1.696 2.533 0.766
H -0.543 2.174 1.541
O -0.869 -2.704 -1.462
H -0.855 -2.320 -2.375
H -0.361 -3.492 -1.422
O 2.579 -0.006 -1.928
H 2.909 -0.563 -2.638
H 2.502 0.855 -2.383
O 0.909 -0.266 2.519
H 0.041 -0.435 2.846
H 0.818 0.650 2.648
O 1.940 1.733 0.725
H 1.774 2.516 0.155
H 2.852 1.871 1.073
O 0.103 2.205 -1.776
H -0.769 2.592 -1.678
H 0.777 2.902 -1.673
O -1.682 -0.725 1.612
H -2.557 -1.131 1.605
H -2.001 0.176 1.778